# 1
Entry from OMol25: the ion C5H4N with charge +1 (ωB97M-V with the def2-TZVPD basis set).

Atoms and positions in Å:
C 2.633 0.660 0.036
C 3.114 -0.705 0.062
C 1.599 1.403 -0.138
C 0.002 0.838 0.074
C 0.382 -0.646 -0.051
N 1.876 -0.722 0.019
H -0.255 1.260 1.043
H -0.605 1.238 -0.729
H 0.117 -1.316 0.717
H 0.155 -1.304 -0.852

E_tot: -247.062611 hartree
energy above the lowest of the compared OMol25 structures with the same formula, charge and spin: 125.1 kcal per mole
max |F|: 5.7 eV/A
orbital gap (alpha / beta): 8.275 / 7.715 eV
LUMO energy (alpha / beta): -7.478 / -7.884 eV
net charge: +1

# 2
Entry from OMol25: a structure of composition C44H52N7O4RuSi (ωB97M-V with the def2-TZVPD basis set).

Atoms and positions in Å:
Ru 0.411 0.016 0.299
O 1.171 0.906 4.380
C 0.721 0.778 3.256
O 1.377 0.450 2.200
C -0.777 1.015 3.046
C -1.576 1.463 4.126
C -2.897 1.687 3.900
C -3.439 1.492 2.602
C -4.796 1.753 2.284
C -5.247 1.601 1.006
C -4.361 1.190 -0.018
C -3.052 0.921 0.261
C -2.576 1.054 1.586
N -1.260 0.797 1.849
H -1.097 1.618 5.080
H -3.544 2.039 4.693
H -5.459 2.088 3.072
H -6.281 1.809 0.766
H -4.722 1.100 -1.034
H -2.359 0.652 -0.530
C -0.584 -2.089 3.209
N -0.898 -3.409 3.741
C 0.171 -4.329 3.355
N 0.327 -4.406 1.903
C 0.616 -3.071 1.401
N -0.440 -2.091 1.734
C -1.710 -2.605 1.176
N -2.044 -3.932 1.672
C -2.142 -3.869 3.129
C -0.946 -4.838 1.326
H 0.349 -1.737 3.653
H -1.392 -1.406 3.477
H -0.059 -5.324 3.743
H 1.109 -3.986 3.797
H 0.707 -3.105 0.315
H 1.551 -2.710 1.842
H -1.606 -2.630 0.095
H -2.506 -1.905 1.452
H -2.382 -4.862 3.515
H -2.948 -3.184 3.401
H -0.848 -4.874 0.239
H -1.181 -5.839 1.695
C -3.037 -2.268 -7.143
C -2.385 -1.874 -5.847
C -2.979 -2.168 -4.631
C -2.374 -1.842 -3.421
C -3.068 -2.209 -2.142
C -1.143 -1.182 -3.441
C -0.530 -0.862 -4.658
C 0.791 -0.151 -4.712
C -1.160 -1.220 -5.840
C -0.515 -0.739 -2.147
O -0.138 -1.594 -1.287
O -0.401 0.486 -1.895
H -4.078 -2.548 -6.991
H -2.527 -3.122 -7.593
H -3.006 -1.453 -7.866
H -3.941 -2.665 -4.616
H -4.109 -2.467 -2.332
H -3.055 -1.396 -1.415
H -2.592 -3.071 -1.676
H 0.715 0.862 -4.316
H 1.156 -0.099 -5.736
H 1.542 -0.677 -4.124
H -0.681 -0.981 -6.782
C 4.694 4.316 -0.670
C 4.370 3.789 0.573
C 3.078 3.350 0.825
C 2.078 3.437 -0.149
C 2.424 3.980 -1.389
C 3.718 4.410 -1.652
Si 0.346 2.777 0.151
C -0.468 3.761 1.529
C -1.771 4.231 1.345
C -2.438 4.927 2.345
C -1.805 5.177 3.553
C -0.508 4.727 3.755
C 0.146 4.021 2.759
H 5.702 4.658 -0.869
H 5.124 3.717 1.346
H 2.853 2.914 1.792
H 1.673 4.061 -2.165
H 3.963 4.824 -2.621
H -0.431 3.116 -1.073
H -2.278 4.047 0.405
H -3.447 5.278 2.176
H -2.318 5.726 4.332
H -0.006 4.918 4.695
H 1.151 3.669 2.954
C 3.710 -0.304 0.707
C 5.137 -0.491 0.149
N 5.108 -0.829 -1.272
C 4.394 -2.091 -1.436
C 2.991 -2.029 -0.785
N 2.705 -0.652 -0.327
C 2.902 0.252 -1.490
C 4.366 0.217 -1.969
H 3.522 0.718 1.020
H 3.520 -0.937 1.574
H 5.666 -1.284 0.679
H 5.715 0.428 0.267
H 4.989 -2.885 -0.983
H 4.321 -2.303 -2.505
H 2.945 -2.684 0.084
H 2.198 -2.323 -1.473
H 2.613 1.258 -1.194
H 2.209 -0.074 -2.261
H 4.856 1.173 -1.777
H 4.418 0.028 -3.044

2S+1: 6
E_tot: -2776.493602 hartree
energy above the lowest of the compared OMol25 structures with the same formula, charge and spin: 0.0 kcal per mole
max |F|: 0.4 eV/A
orbital gap (alpha / beta): 6.016 / 7.401 eV
LUMO energy (alpha / beta): -0.251 / -0.981 eV

# 3
Entry from OMol25: a cluster of 2 separate species, C2H2Cl3NO in total (ωB97M-V with the def2-TZVPD basis set).

Atoms and positions in Å:
C 1.540 -0.107 -0.526
C -1.457 -0.371 -0.332
N 2.112 0.186 0.641
O 1.979 1.101 -0.536
Cl -2.506 -1.344 -1.193
Cl -1.184 -0.825 1.352
Cl -1.724 1.360 -0.470
H -0.466 -0.451 -0.430
H 1.705 0.451 1.494

E_tot: -1587.770643 hartree
energy above the lowest of the compared OMol25 structures with the same formula, charge and spin: 127.3 kcal per mole
max |F|: 4.5 eV/A
orbital gap: 10.952 eV
LUMO energy: 0.304 eV

# 4
Entry from OMol25: an isolated molecule of C30H39BrF5IN2OS (ωB97M-V with the def2-TZVPD basis set).

Atoms and positions in Å:
C 4.315 -4.829 -1.615
C 5.296 -3.674 -2.241
C 6.673 -3.694 -1.413
C 7.500 -2.316 -1.428
C 6.621 -0.994 -1.198
C 5.965 -0.866 0.263
C 4.520 -1.546 0.401
C 4.221 -2.775 1.296
I 5.743 -3.715 2.532
C 2.766 -3.357 1.330
C 1.599 -2.708 0.499
C 0.094 -3.303 0.580
C -0.841 -2.210 1.321
F -0.450 -3.561 -0.740
C 1.880 -1.459 -0.424
C 3.363 -0.914 -0.413
S 3.636 0.600 -1.477
C 2.028 1.515 -1.218
C 1.951 3.071 -1.077
N 3.224 3.804 -1.199
C 0.618 3.815 -0.820
C 0.425 5.383 -0.678
F -0.482 5.779 -1.727
F -0.095 5.762 0.600
F 1.593 6.155 -0.873
C -0.687 2.933 -0.684
C -2.140 3.561 -0.369
C -2.723 3.028 1.063
C -3.653 4.159 1.790
C -4.773 3.392 2.688
C -5.980 2.781 1.821
C -5.886 1.177 1.588
C -6.034 0.830 0.003
C -7.148 -0.324 -0.267
O -6.709 -1.597 0.264
C -7.832 -2.384 0.767
C -0.600 1.381 -0.857
Br -2.206 0.184 -0.762
C 0.757 0.618 -1.124
N 0.793 -0.854 -1.244
F 1.143 -1.178 -2.557
H 4.414 -5.735 -2.303
H 4.560 -5.059 -0.522
H 3.236 -4.423 -1.717
H 4.703 -2.702 -2.164
H 5.482 -3.912 -3.349
H 7.341 -4.517 -1.877
H 6.455 -4.049 -0.342
H 8.076 -2.262 -2.421
H 8.296 -2.376 -0.600
H 7.329 -0.084 -1.315
H 5.882 -0.921 -2.067
H 6.697 -1.311 1.025
H 5.866 0.261 0.495
H 2.564 -4.252 2.009
H 0.123 -4.238 1.239
H -1.959 -2.362 1.073
H -0.528 -1.141 1.051
H -0.760 -2.275 2.472
H 3.445 4.204 -0.273
H 3.187 4.528 -1.930
H -2.115 4.705 -0.269
H -2.887 3.349 -1.226
H -1.864 2.701 1.738
H -3.456 2.169 0.818
H -4.107 4.867 1.020
H -2.954 4.695 2.534
H -5.249 4.157 3.417
H -4.322 2.575 3.353
H -6.167 3.347 0.836
H -6.943 2.940 2.447
H -6.703 0.586 2.126
H -4.842 0.812 1.903
H -6.367 1.742 -0.619
H -5.034 0.493 -0.465
H -8.125 0.046 0.231
H -7.337 -0.416 -1.399
H -7.830 -2.328 1.921
H -8.831 -1.999 0.337
H -7.758 -3.483 0.411

SMILES: CCCCCCc1c(I)cc([C@@H](C)F)c2c1Sc1c(N)c(C(F)(F)F)c(CCCCCCCCOC)c(Br)c1N2F
E_tot: -5119.993801 hartree
max |F|: 4.9 eV/A
orbital gap: 7.541 eV
LUMO energy: -0.938 eV

# 5
Entry from OMol25: a structure of composition C51H42F2N12O11Rb (ωB97M-V with the def2-TZVPD basis set).

Atoms and positions in Å:
Rb -2.364 -0.217 -1.112
N -3.504 -1.060 -5.505
C -2.981 -1.222 -4.269
N -3.522 -1.842 -3.279
C -4.820 -2.323 -3.447
N -5.557 -2.745 -2.490
N -5.015 -2.883 -1.238
C -5.246 -1.945 -0.416
C -4.830 -2.052 1.003
C -4.998 -0.947 1.832
C -4.612 -1.034 3.160
C -4.074 -2.227 3.611
C -3.943 -3.274 2.706
N -4.307 -3.206 1.434
C -5.414 -2.301 -4.802
C -6.629 -2.912 -5.105
C -7.182 -2.794 -6.366
C -6.520 -2.052 -7.345
C -5.305 -1.459 -7.069
C -4.745 -1.595 -5.797
H -3.194 -0.196 -5.961
H -1.993 -0.783 -4.142
H -5.759 -1.031 -0.725
H -5.370 -0.014 1.430
H -4.693 -0.167 3.800
H -3.747 -2.349 4.636
H -3.521 -4.222 3.028
H -7.130 -3.461 -4.319
H -8.129 -3.270 -6.591
H -6.953 -1.947 -8.332
H -4.772 -0.894 -7.824
F 3.587 -1.905 2.372
C 2.777 -0.870 2.714
C 1.533 -0.760 2.171
C 0.682 0.259 2.594
C -0.672 0.312 1.998
O -0.950 -0.516 1.146
C -1.546 1.342 2.525
C -1.057 2.157 3.483
N 0.230 2.148 3.979
C 0.594 3.083 5.001
C 1.680 4.087 4.733
C 0.247 4.525 4.800
C 1.111 1.173 3.557
C 2.413 1.070 4.068
C 3.247 0.048 3.657
N 4.536 -0.106 4.211
C 5.673 -0.499 3.428
C 6.831 0.453 3.667
N 7.094 0.519 5.157
C 5.872 0.959 5.927
C 4.763 -0.033 5.619
C -2.999 1.589 2.052
O -3.783 1.970 2.941
O -3.201 1.409 0.834
H 1.171 -1.462 1.428
H -1.716 2.897 3.917
H 0.511 2.699 6.014
H 2.151 4.062 3.755
H 2.334 4.340 5.558
H -0.231 4.782 3.865
H -0.095 5.082 5.660
H 2.773 1.802 4.778
H 5.430 -0.482 2.370
H 5.994 -1.526 3.675
H 6.582 1.466 3.358
H 7.754 0.126 3.191
H 7.880 1.139 5.347
H 7.360 -0.412 5.486
H 5.626 1.958 5.572
H 6.145 0.983 6.981
H 3.855 0.272 6.134
H 5.055 -1.017 6.033
N -1.852 -3.055 -0.930
C -0.865 -3.623 -1.070
C 0.377 -4.346 -1.155
C 0.744 -5.198 -0.112
C 1.949 -5.876 -0.180
C 2.785 -5.696 -1.278
C 2.417 -4.842 -2.306
C 1.204 -4.168 -2.256
H 0.082 -5.317 0.735
H 2.239 -6.541 0.624
H 3.732 -6.221 -1.325
H 3.074 -4.668 -3.147
H 0.929 -3.470 -3.033
F 0.382 4.784 -6.939
C 0.174 4.407 -5.664
C -1.033 4.012 -5.247
N -1.278 3.645 -3.947
C -2.616 3.189 -3.561
C -3.110 1.943 -4.327
O -2.609 1.743 -5.465
O -3.979 1.290 -3.725
C -0.268 3.606 -3.015
O -0.415 3.274 -1.854
N 0.969 4.006 -3.493
C 1.314 4.434 -4.770
O 2.444 4.785 -5.041
H -1.874 3.943 -5.918
H -3.331 3.999 -3.725
H -2.590 2.984 -2.497
H 1.719 3.965 -2.818
O 2.413 -1.581 -3.308
C 1.574 -0.956 -2.633
O 0.325 -0.957 -2.706
C 2.166 -0.049 -1.535
C 3.489 -0.202 -1.117
C 4.012 0.602 -0.120
C 3.199 1.590 0.427
C 1.897 1.798 0.003
C 1.386 0.945 -0.962
N 3.725 2.425 1.508
O 3.071 3.370 1.902
O 4.848 2.170 1.946
H 4.082 -0.969 -1.598
H 5.032 0.492 0.218
H 1.292 2.583 0.433
H 0.363 1.046 -1.275

E_tot: -3677.247973 hartree
energy above the lowest of the compared OMol25 structures with the same formula, charge and spin: 11.5 kcal per mole
max |F|: 0.7 eV/A
orbital gap: 4.291 eV
LUMO energy: -0.385 eV
net charge: -1

# 6
Entry from OMol25: an isolated molecule of C4H5NO (ωB97M-V with the def2-TZVPD basis set).

Atoms and positions in Å:
O -1.795 0.930 0.926
C -0.751 0.338 0.291
C 0.462 -0.145 0.896
C 1.155 -0.744 -0.096
N 0.535 -0.552 -1.343
C -0.681 0.111 -1.048
H -1.614 0.983 1.871
H 0.765 -0.064 1.927
H 2.078 -1.300 -0.132
H 1.342 0.106 -1.468
H -1.412 0.357 -1.809

SMILES: Oc1cc[nH]c1
E_tot: -285.354468 hartree
energy above the lowest of the compared OMol25 structures with the same formula, charge and spin: 37.7 kcal per mole
max |F|: 1.9 eV/A
orbital gap: 9.280 eV
LUMO energy: 0.837 eV

# 7
Entry from OMol25: a structure of composition C37H40BrCl3FN6OSiSn (ωB97M-V with the def2-TZVPD basis set).

Atoms and positions in Å:
Sn 0.203 -0.208 -0.044
C 2.381 -2.157 1.482
N 1.791 -2.021 0.137
C 2.873 -1.788 -0.825
C 0.985 -3.200 -0.087
C 1.447 -4.256 -0.849
C 0.786 -5.477 -0.846
C -0.265 -5.628 0.046
C -0.739 -4.560 0.791
C -0.232 -3.248 0.648
N -0.711 -2.074 1.191
C -1.987 -2.022 1.744
C -3.014 -2.914 1.405
C -4.242 -2.945 2.044
C -4.516 -2.047 3.054
C -3.594 -1.036 3.290
C -2.384 -0.974 2.614
N -1.687 0.342 2.580
C -1.691 1.087 3.858
C -1.928 0.946 1.424
H 3.008 -3.055 1.506
H 2.998 -1.289 1.694
H 1.587 -2.245 2.216
H 3.667 -2.534 -0.721
H 2.487 -1.821 -1.842
H 3.293 -0.801 -0.631
H 2.350 -4.139 -1.434
H 1.124 -6.293 -1.470
H -0.738 -6.595 0.174
H -1.517 -4.753 1.512
H -2.871 -3.576 0.564
H -4.983 -3.671 1.729
H -5.456 -2.068 3.590
H -3.872 -0.235 3.959
H -1.386 2.108 3.639
H -2.681 1.114 4.304
H -1.002 0.646 4.575
H -1.395 3.381 0.722
H -0.823 1.787 -0.258
H -2.763 1.407 -1.676
Cl -4.356 6.074 -2.802
C -3.544 4.491 -2.575
C -2.186 4.580 -2.084
C -1.613 3.626 -1.345
Cl -1.976 2.509 -0.064
C -3.048 1.134 -2.714
O -2.602 0.108 -3.233
C -4.011 2.037 -3.207
Cl -5.082 1.340 -4.455
C -4.267 3.405 -2.973
H -1.603 5.439 -2.413
H -5.262 3.685 -3.311
C 1.468 0.088 3.562
Si 2.500 1.168 2.427
C 2.335 2.947 3.017
C 4.309 0.641 2.725
N 1.968 1.034 0.771
C 2.609 1.883 -0.143
C 3.887 2.442 0.072
C 4.512 3.294 -0.826
C 3.903 3.645 -2.018
C 2.652 3.113 -2.288
C 2.059 2.269 -1.378
F 0.834 1.788 -1.723
H 2.076 -0.714 3.984
H 0.598 -0.373 3.092
H 1.118 0.700 4.393
H 2.391 2.994 4.108
H 1.369 3.354 2.708
H 3.109 3.599 2.610
H 4.375 -0.023 3.591
H 4.951 1.502 2.925
H 4.736 0.112 1.870
H 4.420 2.193 0.976
H 5.494 3.681 -0.580
H 4.381 4.314 -2.721
H 2.106 3.346 -3.193
Br 2.840 -1.207 -5.966
C 1.439 -1.618 -4.760
C 0.755 -2.818 -4.859
C -0.256 -3.068 -3.949
C -0.524 -2.120 -2.971
N 0.151 -0.980 -2.879
C 1.107 -0.718 -3.763
H 1.009 -3.533 -5.630
H -0.827 -3.985 -3.985
H -1.319 -2.262 -2.248
H 1.628 0.229 -3.665
N -5.256 3.585 0.760
C -4.120 3.407 0.498
H -5.743 4.470 0.823

E_tot: -6395.383849 hartree
max |F|: 2.9 eV/A
orbital gap: 5.478 eV
LUMO energy: 2.178 eV
net charge: -1

# 8
Entry from OMol25: a cluster of 8 separate species, C4H25NO7S in total (ωB97M-V with the def2-TZVPD basis set).

Atoms and positions in Å:
C 2.570 1.003 -1.945
N 1.523 0.134 -1.329
C 1.718 -1.251 -1.634
C 0.575 -2.095 -1.013
C 0.265 -1.756 0.431
S 1.837 -2.121 1.376
H 3.611 0.804 -1.675
H 2.392 2.052 -1.721
H 2.415 0.805 -3.009
H 1.620 0.452 -0.382
H 2.613 -1.775 -1.268
H 1.762 -1.397 -2.717
H 0.802 -3.124 -1.289
H -0.417 -1.849 -1.423
H -0.351 -2.476 0.961
H -0.225 -0.822 0.659
H 2.022 -1.018 2.141
O 0.880 3.057 0.227
H 1.413 2.943 1.016
H -0.014 2.724 0.389
O -0.031 1.286 3.166
H -0.351 1.415 2.277
H -0.182 1.983 3.791
O -2.336 -0.757 2.363
H -2.823 -1.348 2.950
H -1.689 -0.419 3.000
O -1.252 3.343 -1.504
H -1.236 2.412 -1.798
H -0.328 3.553 -1.600
O -1.505 1.403 0.860
H -2.347 1.870 0.908
H -1.756 0.467 0.822
O -3.154 -2.160 -1.083
H -2.731 -2.445 -1.896
H -3.008 -1.215 -1.216
O -1.228 0.535 -1.804
H -0.421 0.188 -2.216
H -0.871 0.759 -0.930

SMILES: CNCCCS.O.O.O.O.O.O.O
E_tot: -1146.982734 hartree
energy above the lowest of the compared OMol25 structures with the same formula, charge and spin: 8.9 kcal per mole
max |F|: 2.9 eV/A
orbital gap: 9.119 eV
LUMO energy: 0.167 eV